Entry from OMol25: a structure of composition C33H46CrNO5Si2 in a non-equilibrium geometry (ωB97M-V/def2-TZVPD).

XYZ file:
```
88
Properties=species:S:1:pos:R:3:forces:R:3
C 4.59496 -2.41857 0.62864 0.0963 -0.0451 -0.0673
C 3.47244 -1.99182 1.58498 -0.7536 0.5621 -0.1782
C 2.71827 -3.23295 2.07988 0.2124 -0.1568 0.0893
C 4.06181 -1.22083 2.77708 0.1011 -0.1398 0.0680
Si 2.30608 -0.86370 0.55888 0.5609 -0.6388 0.7644
C 3.26509 0.62737 0.02385 -0.0641 0.1770 -0.4779
C 1.45257 -1.85456 -0.75465 0.0117 0.1485 -0.5804
O 1.01302 -0.30327 1.56962 0.0649 -0.2171 -0.8309
N 0.26467 0.53676 0.68679 1.5539 -0.3390 1.3879
O -1.03548 0.04970 0.64610 -2.3334 -1.9078 0.2989
Si -1.86326 -0.94900 1.76795 3.9449 2.3471 0.5394
C -0.83780 -2.37469 2.35466 -0.5490 -0.9054 0.0782
C -2.39313 0.16914 3.15542 -0.9964 -0.1836 0.2237
C -3.35918 -1.62998 0.74803 -3.8452 -1.8628 -2.6576
C -3.36679 -3.16454 0.74216 1.0277 -0.0976 0.6838
C -3.25188 -1.12011 -0.69830 1.1016 0.7432 -0.0337
C -4.66380 -1.14129 1.38766 0.4889 0.7140 1.0044
C 0.19918 1.81207 1.30893 0.2986 0.1264 1.1775
C -0.90613 2.59391 0.71360 -0.1513 1.1657 -0.2307
C 1.04160 2.15358 2.31032 -0.6957 -0.0350 -1.0034
H 5.16908 -1.55994 0.25816 -0.0696 -0.1712 0.1125
H 5.29519 -3.08759 1.14750 -0.0973 0.0956 -0.0897
H 4.20436 -2.95942 -0.24327 0.0866 0.0400 0.1558
H 1.91314 -2.98335 2.78344 0.1846 -0.0167 -0.1131
H 2.28912 -3.81129 1.25033 0.0858 0.1018 0.1673
H 3.42304 -3.89274 2.60782 -0.1937 0.0499 -0.0667
H 3.28490 -0.88432 3.47802 0.1090 -0.0414 -0.1425
H 4.74006 -1.88266 3.33700 -0.0954 0.1694 -0.0714
H 4.64568 -0.34662 2.45813 -0.1415 -0.1952 0.0591
H 4.09780 0.32019 -0.62557 -0.1914 0.1634 0.1578
H 2.61551 1.29913 -0.55207 0.2360 -0.0321 0.0768
H 3.67514 1.18548 0.87554 -0.0946 -0.1750 -0.1871
H 2.17974 -2.19451 -1.50628 -0.2707 -0.0059 0.1276
H 0.93084 -2.73137 -0.35248 0.1845 0.1435 -0.0490
H 0.71691 -1.21500 -1.26117 0.1414 -0.1887 0.0028
H -1.48243 -3.07324 2.90958 0.1858 0.0590 -0.1361
H -0.36838 -2.92364 1.52881 -0.0917 0.1928 0.2163
H -0.05936 -2.02374 3.04285 -0.2277 0.2815 -0.2671
H -2.99332 -0.41754 3.86868 0.0657 0.2565 -0.0940
H -1.51779 0.55967 3.69314 0.1110 -0.1905 -0.4074
H -2.99469 1.01812 2.80290 0.1576 -0.2190 0.1343
H -3.46338 -3.57825 1.75436 -0.0537 0.0372 -0.2721
H -4.22896 -3.51807 0.15700 0.0826 0.3243 0.0673
H -2.46424 -3.58657 0.28251 -0.2309 0.0942 0.0624
H -3.28239 -0.02406 -0.76222 0.0803 -0.3165 0.0081
H -2.34260 -1.48198 -1.19781 -0.2524 0.1760 0.1541
H -4.10783 -1.49894 -1.27846 -0.0334 -0.1529 0.4405
H -4.73627 -0.04670 1.41343 -0.0170 -0.2477 -0.0638
H -5.51666 -1.51494 0.80155 0.3458 -0.0845 -0.0718
H -4.77885 -1.51764 2.41307 -0.0670 0.0621 -0.2517
H -0.69567 3.66333 0.80955 -0.0875 -0.0983 -0.0696
H -0.98239 2.34134 -0.35095 -0.1366 0.2040 0.2459
H -1.87792 2.40695 1.19643 0.3534 -0.0596 -0.1721
H 0.99416 3.16554 2.69675 0.0967 -0.1280 0.0310
H 1.78652 1.45209 2.67239 -0.2008 0.3402 0.0051
O -3.20979 7.11575 10.25118 -0.7457 -2.8948 -2.9478
C -3.40122 6.38318 9.36483 1.2568 3.2558 3.4147
Cr -3.75448 5.49958 7.71244 -1.4600 1.6118 1.6047
C -2.63851 6.86012 7.02985 2.4745 3.5577 -1.1896
O -2.00106 7.78368 6.70807 -2.1354 -3.2686 0.9839
C -5.11279 6.82906 7.54584 -2.3635 4.1449 -0.4127
O -5.78084 7.78200 7.52928 2.0239 -3.5134 0.0214
C -4.81896 3.68885 8.29301 -0.4410 -1.2093 0.2322
C -3.47641 3.58669 8.68439 -0.2757 -0.2314 0.4967
C -2.45499 3.83523 7.76027 1.6143 -0.5221 -0.3230
C -2.74223 4.10116 6.39816 1.0323 0.3639 -0.9640
C -1.68010 4.51680 5.49196 -0.0093 -0.3363 0.5192
C -0.71198 4.97731 4.88722 -1.8689 -0.9627 0.3647
C 0.28039 5.46412 4.08878 1.0493 0.7137 -0.3715
C 1.49860 5.96832 4.63720 0.7160 0.2224 0.3983
C 2.49394 6.58663 3.82495 -0.1469 -0.1730 0.1554
C 3.67677 7.06671 4.38155 -0.1990 -0.1302 0.0887
C 3.91229 6.94377 5.76257 -0.3029 -0.1066 -0.2563
C 2.94326 6.34367 6.57969 -0.3091 -0.1229 -0.1546
C 1.75340 5.86875 6.03328 0.3165 0.1695 -0.1693
C -4.10291 4.24874 6.04037 0.3923 -0.3945 -1.6931
C -5.12751 3.99898 6.96141 -0.5610 -0.1011 0.2107
H -5.61851 3.53198 9.02357 0.3361 0.1404 -0.2978
H -3.21983 3.36265 9.72275 -0.1217 0.1763 -0.3565
H -1.40956 3.84299 8.07911 -0.4193 -0.1510 -0.1144
H 0.13512 5.54145 3.01120 -0.1697 -0.0486 0.2497
H 2.30452 6.67244 2.75180 0.1429 0.0281 0.3160
H 4.42762 7.53639 3.74244 -0.2781 -0.1600 0.2089
H 4.84339 7.31071 6.19670 -0.2948 -0.1012 -0.1489
H 3.11483 6.23966 7.65110 0.0003 0.0690 -0.2915
H 0.99193 5.40325 6.66170 0.3057 0.1382 -0.0632
H -4.33733 4.56776 5.02251 0.0346 -0.1930 0.3632
H -6.16984 4.08779 6.64546 0.3787 0.1055 0.1705
```
Positions in Å, forces in eV/Å.

Calculated values
2S+1 = 4
total energy = -3338.7612 hartree
expectation value of S² = 3.8123
charge = +2